# 1
Computed, not measured: a 2-piece molecular cluster, C2H4BrNS overall in a non-equilibrium geometry, with ωB97M-V/def2-TZVPD.

HOMO level (spin up / spin down) = -0.3776 / -0.2725 Eh
Total charge = 0
LUMO level (spin up / spin down) = -0.2761 / -2.6949 eV

The geometry in XYZ format:
```
9
C2H4BrNS (ωB97M-V/def2-TZVPD)
Br -0.7367 -2.9050 -2.2466
S -1.4198 1.8562 1.5706
N 0.5278 -0.8069 -0.9008
C 1.0188 0.1726 -0.0438
C -0.2386 -1.7328 -0.9439
H 0.4086 0.2701 0.8635
H 2.0446 -0.0800 0.2250
H -2.6219 2.1047 2.0518
H 1.0173 1.1212 -0.5758
```

***

# 2
Computed, not measured: a 2-piece molecular cluster, C2H4BrP overall in a non-equilibrium geometry, with ωB97M-V/def2-TZVPD.

HOMO level = -0.3476 Eh
Total charge = 0
LUMO level = -0.0995 eV

The geometry in XYZ format:
```
8
C2H4BrP (ωB97M-V/def2-TZVPD)
Br 2.3593 0.2272 0.0846
P -0.3187 -1.4860 0.0666
C 0.5943 0.0696 0.3348
C -0.4153 0.1084 -0.7130
H 0.1919 1.2575 1.5309
H -1.3021 0.7501 -0.7708
H -0.0610 0.1938 -1.7271
H -1.0485 -1.1207 1.1940
```

***

ΔE to the lowest compared entry with this formula, charge and spin, record by record: 77.85; 88.65 kcal/mol
Energy, record by record: -3105.41217; -2993.81322 a.u.